19
Properties=species:S:1:pos:R:3:nbo_charge:R:1 method="wB97M-V/def2-TZVPD" homo_lumo_gap_ev="7.2 / 7.2" lumo_ev="0.7720 / 0.7721" charge=0 energy_ev=-8457.8963 multiplicity=1 relative_energy_kj_mol=623.1
H -2.53 0.18 -0.30 0.205
H 0.27 0.85 2.87 0.198
H -1.93 -1.59 -1.86 0.189
H 2.63 0.16 0.02 0.195
H -0.62 -0.59 -2.52 0.174
H 1.44 1.29 -0.75 0.183
C -1.46 0.13 -0.54 -0.424
O 0.66 0.15 0.97 -0.503
H -0.19 1.98 1.56 0.180
H 0.23 -2.53 -0.41 0.196
C 0.54 1.23 1.89 -0.278
H -1.11 1.14 -0.78 0.196
C 1.71 0.26 -0.54 -0.330
C -0.14 -1.51 -0.53 -0.403
H -1.03 -0.91 1.46 0.193
C -0.60 -0.62 0.49 0.024
H 1.53 1.70 1.96 0.200
C -1.07 -0.96 -1.58 -0.419
H 1.68 -0.36 -1.42 0.224